ORCA calculation (the ωB97M-V functional and the def2-TZVPD basis) on C59H38Cl4IrN4O3P2S as an isolated structure at a distorted geometry.

The geometry in XYZ format:
```
112
Properties=species:S:1:pos:R:3:lowdin_spin:R:1
Ir 0.05283 0.01434 -0.18433 0.01
N 3.26354 -4.47051 8.48587 0.00
C 2.91113 -4.03422 7.48290 0.00
C 2.46987 -3.48965 6.22791 0.01
C 2.20814 -4.33939 5.15589 0.00
C 1.78899 -3.81219 3.94747 0.01
C 1.62376 -2.43901 3.78447 0.02
C 1.88689 -1.59837 4.86843 0.01
C 2.30726 -2.11315 6.08175 0.00
C 1.19613 -1.84582 2.49074 0.20
C -0.07665 -2.18229 1.98315 0.07
C -0.95160 -3.21520 2.55868 0.00
C -2.04350 -3.29686 1.79947 0.01
C -1.94198 -2.29394 0.70210 0.02
N -0.66964 -1.62386 0.94777 0.16
C 2.12227 -1.01001 1.84360 0.06
C 3.50091 -0.88556 2.18070 0.12
C 4.08927 -0.10279 1.20836 0.05
C 3.06912 0.24895 0.31709 0.15
N 1.89018 -0.27554 0.69599 0.03
H 2.33987 -5.40651 5.27406 0.00
H 1.59977 -4.47160 3.10805 0.00
H 1.75259 -0.53100 4.74873 0.00
H 2.50497 -1.45802 6.91937 0.00
H -0.73647 -3.78194 3.44929 0.00
H -2.89866 -3.94118 1.92849 0.00
H -2.75930 -1.56250 0.76226 0.01
H 3.97922 -1.36187 3.01908 0.00
H 5.12209 0.19650 1.13608 0.00
H 3.14543 0.85197 -0.56937 0.01
Cl -5.06642 2.65706 3.42043 0.00
C -4.14442 1.91857 2.16271 0.00
C -4.75566 1.52347 0.97849 0.00
Cl -6.45049 1.76012 0.74534 0.00
C -3.98469 0.95201 -0.03222 0.00
Cl -4.68750 0.47272 -1.53755 0.00
C -2.61129 0.77543 0.11653 0.00
O -1.86595 0.27303 -0.85451 0.00
C -1.99719 1.15816 1.31696 0.00
O -0.67572 1.02896 1.44522 0.00
C -2.77103 1.72959 2.32191 0.00
Cl -1.94901 2.26854 3.74061 0.00
O 2.21273 0.70621 -2.74320 0.00
C 2.56507 -0.42826 -3.42479 0.00
C 3.64286 -0.44757 -4.30280 0.00
C 3.98576 -1.63047 -4.92837 0.00
C 3.27495 -2.79449 -4.66109 0.00
C 2.25284 -2.77444 -3.73328 0.00
C 1.87908 -1.59128 -3.09152 0.00
P 0.65725 -1.62306 -1.68478 0.00
C 1.44884 -3.05021 -0.81304 0.00
C 0.81861 -4.19942 -0.34657 0.00
C 1.54424 -5.19182 0.30233 0.00
C 2.89966 -5.03647 0.54069 0.00
C 3.53658 -3.88008 0.11427 0.00
C 2.82469 -2.91236 -0.57482 0.00
C -0.96204 -2.54636 -2.88852 0.00
C -1.40148 -1.47599 -3.69601 0.00
C -1.52653 -1.63286 -5.06589 0.00
C -1.30562 -2.87458 -5.63361 0.00
C -0.96724 -3.96632 -4.84037 0.00
C -0.83567 -3.81574 -3.47505 0.00
C 1.78140 1.84181 -3.37155 0.00
C 1.99744 2.14135 -4.71057 0.00
C 1.60532 3.38108 -5.19196 0.00
C 1.01258 4.31103 -4.35054 0.00
C 0.74602 3.96624 -3.03609 0.00
C 1.09520 2.71291 -2.53575 0.00
P 0.57592 2.20048 -0.86119 0.00
C -0.94522 3.19168 -0.71119 0.00
C -1.19491 4.00143 0.39088 0.00
C -2.41656 4.65131 0.51529 0.00
C -3.38645 4.50321 -0.46318 0.00
C -3.13433 3.70984 -1.57507 0.00
C -1.92268 3.05362 -1.69710 0.00
C 1.78138 3.01896 0.23662 0.00
C 1.71840 2.81842 1.61824 0.00
C 2.66117 3.40272 2.44857 0.00
C 3.68436 4.17642 1.91777 0.00
C 3.75708 4.37128 0.54801 0.00
C 2.80964 3.79670 -0.28917 0.00
H 4.21544 0.45502 -4.46499 0.00
H 4.82311 -1.64938 -5.61351 0.00
H 3.54228 -3.72096 -5.15114 0.00
H 1.75489 -3.69577 -3.47882 0.00
H -0.23983 -4.35741 -0.47897 0.00
H 1.02929 -6.08464 0.63412 0.00
H 3.45521 -5.80727 1.05960 0.00
H 4.59011 -3.72676 0.30983 0.00
H 3.35249 -2.02703 -0.90372 0.00
H -1.60453 -0.53855 -3.19138 0.00
H -1.82851 -0.80085 -5.68874 0.00
H -1.43014 -3.00290 -6.70131 0.00
H -0.83832 -4.94141 -5.29198 0.00
H -0.54009 -4.64959 -2.85070 0.00
H 2.46123 1.42686 -5.37236 0.00
H 1.77676 3.62108 -6.23324 0.00
H 0.73020 5.28677 -4.72146 0.00
H 0.23037 4.66934 -2.39471 0.00
H -0.45595 4.10541 1.17237 0.00
H -2.61235 5.25663 1.39099 0.00
H -4.34644 4.99161 -0.35427 0.00
H -3.89633 3.57515 -2.33179 0.00
H -1.74596 2.41137 -2.55140 0.00
H 0.93526 2.20080 2.03815 0.00
H 2.59806 3.24108 3.51705 0.00
H 4.42325 4.62311 2.57061 0.00
H 4.55305 4.96901 0.12273 0.00
H 2.88845 3.95575 -1.35604 0.00
S -3.15372 -3.99202 -1.16638 0.00
C -2.03245 -2.88969 -0.70516 0.01
N -1.11653 -2.35264 -1.51114 0.00
```

## Properties
energy relative to the best compared isomer or geometry (same formula, charge and spin)	0.000	eV
electronic energy	-156245.1391	eV
HOMO energy (alpha / beta)	-6.9 / -7.1	eV
HOMO-LUMO gap (alpha / beta)	5.66 / 5.73	eV
spin multiplicity	2